--- i ---
This record from the Open Molecules 2025 dataset describes 2 unconnected molecules or ions with the total composition CH4O2PS. The level of theory is ωB97M-V/def2-TZVPD.

Structure (XYZ):
```
9
Properties=species:S:1:pos:R:3
C -0.282 0.237 -1.897
O 2.097 -0.540 1.226
O -0.463 -1.066 1.473
P 0.746 0.096 1.088
S 0.476 1.537 2.437
H 0.560 0.592 -2.511
H -0.612 -0.848 -1.995
H -1.273 0.746 -1.743
H -1.250 -0.753 1.922
```

Results
Charge = -1
Frontier orbital gap (alpha / beta) = 7.365 / 6.750 eV
M = 111.08 g mol⁻¹


--- ii ---
This record from the Open Molecules 2025 dataset describes a gas-phase ion, CH4O2PS (charge -1). The level of theory is ωB97M-V/def2-TZVPD.

Structure (XYZ):
```
9
Properties=species:S:1:pos:R:3
O 1.881 0.015 1.680
P 0.370 -0.179 1.527
O 0.371 -1.680 0.609
C -0.133 0.949 -0.011
S -1.805 0.298 -0.763
H 1.217 -2.090 0.738
H 0.552 1.237 -0.758
H -0.550 1.915 0.448
H -1.600 -1.012 -0.425
```

Results
Charge = -1
Frontier orbital gap = 6.779 eV
M = 111.08 g mol⁻¹
SMILES = [O-]P(O)CS


Which of them is most stable, and which least? Most stable: ii; least stable: i.


--- i ---
This record from the Open Molecules 2025 dataset describes 13 unconnected molecules or ions with the total composition C42H118N8O13. The level of theory is ωB97M-V/def2-TZVPD.

Structure (XYZ):
```
181
Properties=species:S:1:pos:R:3
C -2.496 -4.789 1.029
C -1.092 -4.311 1.251
O -1.044 -2.930 0.930
H -3.291 -4.249 1.541
H -2.524 -5.855 1.257
H -2.585 -4.734 -0.056
H -0.419 -4.952 0.681
H -0.801 -4.461 2.290
H -1.644 -2.414 1.473
C -3.473 0.546 3.597
C -2.843 -0.124 2.334
O -2.549 -1.439 2.648
H -4.346 -0.050 3.864
H -3.743 1.569 3.335
H -2.768 0.577 4.428
H -1.916 0.323 1.973
H -3.539 -0.146 1.495
H -3.338 -1.974 2.767
C 4.236 3.684 4.329
C 5.677 3.888 4.776
O 6.035 3.235 5.999
H 4.037 2.671 3.980
H 3.979 4.397 3.546
H 3.526 3.792 5.149
H 5.755 4.969 4.893
H 6.358 3.692 3.948
H 6.585 3.837 6.506
C -2.336 2.488 -4.717
C -3.455 3.502 -4.832
O -3.880 3.661 -6.167
H -1.658 2.683 -5.548
H -2.656 1.447 -4.661
H -1.728 2.617 -3.822
H -3.153 4.446 -4.379
H -4.302 3.132 -4.255
H -4.541 4.343 -6.309
C 4.586 3.215 -0.508
C 3.493 3.355 -1.547
O 2.290 3.758 -0.885
H 4.700 4.053 0.179
H 5.491 2.906 -1.031
H 4.373 2.392 0.174
H 3.416 2.412 -2.087
H 3.756 4.102 -2.296
H 1.973 2.992 -0.400
C -3.195 -0.921 -5.416
C -3.287 -2.402 -5.792
C -3.390 -3.407 -4.609
O -2.182 -3.307 -3.854
C -2.266 -3.557 -2.426
N -4.482 -2.446 -6.704
H -3.225 -0.193 -6.227
H -2.263 -0.748 -4.878
H -3.868 -0.635 -4.609
H -2.434 -2.695 -6.404
H -3.546 -4.421 -4.978
H -4.275 -3.122 -4.040
H -3.087 -3.095 -1.876
H -1.300 -3.306 -1.989
H -2.397 -4.638 -2.380
H -4.545 -3.387 -7.064
H -4.235 -1.877 -7.502
C 1.334 0.883 8.349
C 1.739 0.116 7.093
C 1.979 1.026 5.854
O 0.913 1.990 5.578
C -0.420 1.508 5.363
N 2.947 -0.689 7.386
H 1.146 0.272 9.232
H 0.436 1.467 8.146
H 2.129 1.555 8.671
H 0.895 -0.517 6.820
H 2.179 0.454 4.947
H 2.915 1.574 5.964
H -0.865 1.003 6.221
H -0.422 0.969 4.416
H -1.091 2.367 5.334
H 3.674 -0.068 7.713
H 3.238 -0.990 6.467
C -7.836 0.118 -2.926
C -6.501 -0.450 -3.364
C -5.647 -0.944 -2.179
O -5.373 0.112 -1.218
C -4.276 0.943 -1.559
N -6.769 -1.572 -4.296
H -7.649 0.895 -2.185
H -8.525 -0.665 -2.609
H -8.272 0.814 -3.642
H -5.940 0.388 -3.778
H -4.682 -1.361 -2.469
H -6.102 -1.821 -1.718
H -4.002 1.544 -0.692
H -4.613 1.610 -2.352
H -3.352 0.477 -1.904
H -5.930 -1.906 -4.748
H -7.359 -1.249 -5.049
C -1.509 3.919 0.558
C -1.340 5.452 0.871
C -0.034 5.821 1.621
O -0.180 5.642 3.028
C 1.010 5.898 3.712
N -1.305 6.183 -0.394
H -0.598 3.391 0.278
H -2.204 3.738 -0.262
H -1.976 3.366 1.374
H -2.131 5.792 1.540
H 0.166 6.863 1.370
H 0.793 5.250 1.199
H 0.775 5.567 4.723
H 1.317 6.944 3.698
H 1.864 5.367 3.291
H -0.517 5.800 -0.898
H -1.013 7.146 -0.307
C -0.667 0.262 -1.300
C 0.745 -0.104 -0.852
C 1.144 0.273 0.580
O 1.216 1.711 0.696
C 1.403 2.139 2.076
N 0.710 -1.497 -0.985
H -1.368 -0.400 -0.792
H -0.795 0.327 -2.380
H -0.876 1.298 -1.032
H 1.483 0.141 -1.617
H 2.096 -0.075 0.981
H 0.353 -0.039 1.262
H 0.471 2.107 2.641
H 1.779 3.162 2.094
H 2.187 1.516 2.504
H 0.166 -1.873 -0.222
H 1.596 -1.901 -0.718
C 2.385 -0.938 -4.682
C 0.859 -1.120 -4.872
C 0.398 -0.990 -6.365
O 0.594 0.303 -6.901
C -0.203 0.527 -8.027
N 0.498 -2.346 -4.124
H 2.798 0.022 -4.992
H 2.999 -1.730 -5.110
H 2.534 -0.956 -3.603
H 0.343 -0.343 -4.307
H -0.645 -1.299 -6.294
H 0.867 -1.763 -6.974
H -1.235 0.216 -7.863
H 0.200 0.162 -8.972
H -0.248 1.599 -8.223
H -0.497 -2.519 -4.127
H 0.703 -2.109 -3.164
C 1.361 -2.090 3.328
C 1.971 -3.342 4.047
C 3.500 -3.186 4.270
O 3.878 -2.031 4.855
C 5.162 -1.973 5.342
N 1.363 -3.348 5.356
H 0.307 -2.256 3.107
H 1.851 -1.881 2.376
H 1.627 -1.222 3.931
H 1.792 -4.267 3.499
H 3.984 -3.232 3.295
H 3.813 -4.088 4.796
H 5.940 -2.501 4.789
H 5.097 -2.505 6.291
H 5.501 -0.944 5.462
H 0.437 -2.946 5.326
H 1.843 -2.642 5.896
C 2.977 -4.808 0.125
C 2.921 -4.313 -1.349
C 3.895 -3.196 -1.577
O 3.535 -2.149 -0.605
C 4.266 -0.974 -0.814
N 3.197 -5.474 -2.164
H 2.342 -5.685 0.247
H 2.616 -4.122 0.892
H 4.023 -5.045 0.317
H 1.896 -4.019 -1.575
H 3.783 -2.816 -2.592
H 4.924 -3.548 -1.496
H 4.172 -0.623 -1.842
H 5.340 -1.153 -0.762
H 3.904 -0.118 -0.244
H 2.490 -6.194 -2.138
H 3.115 -5.163 -3.122
```

Results
Frontier orbital gap = 8.935 eV
M = 943.45 g mol⁻¹


--- ii ---
This record from the Open Molecules 2025 dataset describes 13 unconnected molecules or ions with the total composition C42H118N8O13. The level of theory is ωB97M-V/def2-TZVPD.

Structure (XYZ):
```
181
Properties=species:S:1:pos:R:3
C 17.402 1.453 11.072
C 16.011 1.154 10.509
O 14.963 1.741 11.293
H 17.665 2.420 11.501
H 18.072 1.184 10.255
H 17.577 0.804 11.930
H 15.906 0.088 10.709
H 15.955 1.544 9.493
H 14.139 1.410 10.930
C 25.076 -5.104 5.012
C 25.149 -5.701 3.600
O 26.149 -6.744 3.650
H 24.163 -4.527 5.157
H 25.867 -4.360 5.101
H 25.127 -5.865 5.791
H 25.487 -5.245 2.670
H 24.184 -6.108 3.297
H 26.779 -6.578 2.946
C 5.120 -0.881 -2.153
C 6.432 -0.195 -2.427
O 7.066 -0.865 -3.535
H 4.748 -0.148 -1.437
H 5.454 -1.853 -1.791
H 4.516 -1.030 -3.048
H 7.153 -0.185 -1.609
H 6.353 0.819 -2.818
H 6.436 -0.779 -4.254
C 14.046 -6.788 -3.038
C 13.252 -6.320 -4.197
O 12.391 -5.337 -3.680
H 13.503 -6.935 -2.104
H 14.759 -6.048 -2.674
H 14.560 -7.701 -3.336
H 12.728 -7.133 -4.700
H 13.875 -5.941 -5.007
H 12.367 -4.698 -4.395
C 13.451 5.299 4.905
C 12.580 4.337 4.109
O 11.740 4.952 3.153
H 14.182 5.763 4.244
H 13.940 4.724 5.691
H 12.894 6.148 5.301
H 11.860 3.694 4.614
H 13.257 3.593 3.688
H 10.911 5.286 3.503
C 14.139 -11.984 5.429
C 15.305 -10.976 5.621
C 16.007 -10.669 4.204
O 17.261 -10.140 4.375
C 18.194 -11.004 4.963
N 14.728 -9.745 6.162
H 14.547 -12.913 5.032
H 13.459 -11.549 4.697
H 13.567 -12.152 6.342
H 15.887 -11.490 6.385
H 15.462 -9.949 3.593
H 16.162 -11.547 3.577
H 18.488 -11.871 4.371
H 17.833 -11.194 5.973
H 19.040 -10.317 4.997
H 14.383 -9.906 7.097
H 13.972 -9.580 5.513
C 16.665 2.453 -5.641
C 15.777 2.011 -4.501
C 15.492 3.169 -3.517
O 16.645 3.727 -2.954
C 16.368 5.018 -2.335
N 14.507 1.408 -5.101
H 16.220 3.112 -6.386
H 17.257 1.686 -6.142
H 17.473 3.046 -5.212
H 16.223 1.239 -3.873
H 14.670 2.875 -2.866
H 14.950 3.897 -4.121
H 15.397 4.878 -1.860
H 16.224 5.857 -3.016
H 17.083 5.250 -1.546
H 14.189 0.664 -4.497
H 14.660 0.990 -6.008
C 25.294 5.345 -1.607
C 24.950 3.884 -1.351
C 23.440 3.765 -0.905
O 23.421 2.668 -0.045
C 22.186 2.308 0.511
N 25.313 2.971 -2.455
H 26.349 5.585 -1.734
H 24.739 6.078 -1.021
H 24.834 5.567 -2.570
H 25.568 3.709 -0.471
H 22.713 3.534 -1.683
H 23.000 4.573 -0.320
H 21.993 2.933 1.383
H 22.265 1.280 0.863
H 21.399 2.344 -0.242
H 25.083 3.418 -3.331
H 24.916 2.053 -2.317
C 24.950 2.612 7.369
C 25.363 3.982 7.806
C 26.759 4.525 7.308
O 27.805 3.878 7.889
C 29.002 3.682 7.103
N 24.424 4.944 7.190
H 24.917 2.599 6.280
H 23.882 2.445 7.510
H 25.659 1.868 7.732
H 25.303 3.853 8.887
H 26.819 5.560 7.647
H 26.795 4.654 6.227
H 29.370 4.521 6.512
H 28.885 3.002 6.260
H 29.792 3.459 7.821
H 24.503 4.900 6.184
H 24.698 5.890 7.418
C 10.420 -2.785 8.935
C 9.979 -1.500 8.338
C 8.926 -1.635 7.214
O 8.418 -0.387 6.626
C 7.918 -0.400 5.283
N 9.670 -0.511 9.327
H 10.955 -2.658 9.876
H 11.009 -3.394 8.248
H 9.541 -3.383 9.178
H 10.771 -1.020 7.764
H 8.079 -2.147 7.673
H 9.295 -2.283 6.419
H 7.119 -1.124 5.120
H 8.808 -0.650 4.707
H 7.474 0.569 5.055
H 9.245 0.346 9.002
H 8.975 -0.958 9.908
C 20.338 -10.186 10.854
C 19.963 -11.377 11.702
C 19.003 -12.438 11.088
O 19.624 -13.216 10.074
C 18.922 -14.478 9.673
N 21.125 -11.828 12.367
H 19.522 -9.668 10.349
H 21.129 -10.429 10.144
H 20.908 -9.469 11.445
H 19.423 -10.908 12.524
H 18.162 -11.958 10.589
H 18.725 -13.126 11.886
H 17.902 -14.182 9.426
H 18.798 -15.078 10.575
H 19.454 -15.152 9.002
H 20.936 -12.809 12.512
H 21.785 -11.988 11.620
C 17.768 -2.726 5.021
C 16.474 -3.567 5.254
C 15.590 -3.581 4.004
O 15.112 -2.249 3.803
C 14.299 -1.972 2.567
N 16.829 -4.882 5.689
H 17.641 -1.851 4.383
H 18.510 -3.306 4.472
H 18.287 -2.531 5.960
H 15.927 -3.203 6.124
H 14.685 -4.151 4.212
H 16.176 -4.001 3.187
H 14.764 -2.493 1.730
H 14.365 -0.910 2.332
H 13.236 -2.115 2.759
H 17.222 -5.378 4.902
H 15.989 -5.417 5.857
C 6.135 -11.188 0.990
C 4.948 -10.189 0.671
C 5.505 -8.841 0.209
O 6.378 -8.371 1.223
C 7.325 -7.411 0.723
N 4.086 -10.803 -0.311
H 6.693 -10.836 1.858
H 6.737 -11.316 0.090
H 5.650 -12.120 1.279
H 4.351 -9.931 1.545
H 4.665 -8.146 0.212
H 5.976 -8.926 -0.771
H 7.760 -6.933 1.600
H 6.850 -6.692 0.054
H 8.193 -7.793 0.186
H 4.665 -11.199 -1.037
H 3.409 -10.155 -0.689
```

Results
Frontier orbital gap = 9.343 eV
M = 943.45 g mol⁻¹


Which of them is most stable, and which least? Most stable: i; least stable: ii.


--- i ---
This record from the Open Molecules 2025 dataset describes C9H8N4 in the gas phase. The level of theory is ωB97M-V/def2-TZVPD.

Structure (XYZ):
```
21
Properties=species:S:1:pos:R:3
N -1.946 -2.219 -3.204
C -1.300 -1.571 -2.187
N -1.982 -1.537 -0.977
C -1.448 -0.808 -0.045
C -0.220 -0.137 -0.222
C 0.444 0.631 0.872
C 1.195 1.761 0.594
C 1.947 2.416 1.570
N 1.955 2.007 2.852
C 1.181 0.930 3.126
C 0.400 0.220 2.185
C 0.333 -0.203 -1.493
N -0.199 -0.932 -2.455
H -2.578 -2.880 -2.794
H -1.320 -2.629 -3.901
H -1.965 -0.802 0.899
H 1.221 2.103 -0.435
H 2.441 3.339 1.380
H 1.212 0.492 4.120
H -0.257 -0.604 2.527
H 1.240 0.308 -1.706
```

Results
Frontier orbital gap = 9.268 eV
M = 172.19 g mol⁻¹
SMILES = Nc1ncc(-c2ccncc2)cn1


--- ii ---
This record from the Open Molecules 2025 dataset describes C9H8N4 in the gas phase. The level of theory is ωB97M-V/def2-TZVPD.

Structure (XYZ):
```
21
Properties=species:S:1:pos:R:3
C -0.160 1.868 1.695
N 1.058 1.420 1.999
N 2.026 1.208 1.300
C 2.628 0.347 0.669
C 1.958 -1.060 0.694
N 0.529 -1.073 0.920
C -0.357 -0.690 0.067
C -1.076 -1.856 -0.415
N -1.920 -1.850 -1.371
C -2.291 -0.666 -1.972
C -1.833 0.536 -1.482
C -0.876 0.535 -0.390
C -0.838 1.666 0.467
H -0.515 2.530 2.526
H 3.459 0.429 -0.083
H 2.221 -1.470 -0.321
H 2.279 -1.740 1.408
H -0.730 -2.694 0.018
H -2.988 -0.819 -2.772
H -2.108 1.438 -2.012
H -1.538 2.328 0.205
```

Results
Frontier orbital gap (alpha / beta) = 6.963 / 6.964 eV
M = 172.19 g mol⁻¹
SMILES = C1=N\N=C/C/N=c2/cncc/c2=C/1


Which of them is most stable, and which least? Most stable: i; least stable: ii.


--- i ---
This record from the Open Molecules 2025 dataset describes a molecular structure, C3H10Br2N4O. The level of theory is ωB97M-V/def2-TZVPD.

Structure (XYZ):
```
20
Properties=species:S:1:pos:R:3
C -0.833 0.258 -1.111
C 1.850 0.975 0.790
C 1.379 -0.189 -0.072
N -1.462 0.099 0.065
N 0.450 0.034 -1.178
N -2.738 0.003 0.035
N 0.601 -0.578 -2.864
O -1.527 0.522 -2.088
Br 0.074 -1.315 5.754
Br -0.485 -0.819 3.615
H 2.390 0.726 1.728
H 2.592 1.439 0.137
H 1.061 1.760 0.963
H 2.262 -0.546 -0.570
H 1.002 -0.973 0.642
H -1.078 -0.284 0.897
H -0.387 -0.587 -3.198
H -3.393 -0.380 0.765
H -3.207 0.238 -0.798
H 1.448 -0.382 -3.512
```

Results
Charge = +2
Frontier orbital gap (alpha / beta) = 5.388 / 2.860 eV
M = 277.95 g mol⁻¹


--- ii ---
This record from the Open Molecules 2025 dataset describes a gas-phase ion, C3H10Br2N4O (charge +2). The level of theory is ωB97M-V/def2-TZVPD.

Structure (XYZ):
```
20
Properties=species:S:1:pos:R:3
C -0.261 -1.252 -2.381
C -0.751 -0.815 -1.046
N 0.371 -0.334 -0.171
C 0.289 0.588 0.836
O 1.148 1.259 1.297
N -1.060 0.822 1.331
N -0.966 1.751 2.482
N 1.684 -0.546 -0.549
Br 2.870 -1.463 0.879
Br 2.780 1.214 -1.177
H 0.573 -2.094 -2.104
H -1.056 -1.711 -2.902
H 0.316 -0.611 -3.037
H -1.647 -0.115 -1.055
H -1.257 -1.738 -0.574
H -1.666 0.101 1.599
H -0.026 2.029 2.523
H -1.431 1.631 3.421
H -1.589 2.460 2.118
H 1.678 -1.175 -1.494
```

Results
Charge = +2
Frontier orbital gap = 8.018 eV
M = 277.95 g mol⁻¹
SMILES = CCN(C(=O)N[NH3+])[NH+](Br)Br


Which of them is most stable, and which least? Most stable: ii; least stable: i.